C17H24Cl18FNO3 | the ωB97M-V functional and the def2-TZVPD basis

Each atom is followed by the atoms it is bonded to, with distances in Å.
Positions of all 64 atoms, in Å:
1 O -1.7713 1.1795 0.8420  C2 1.193
2 C -0.8556 0.7515 0.2092  O1 1.193, O3 1.405, O13 1.361
3 O -1.0620 -0.2145 -0.7901  C2 1.405, C4 1.410
4 C 0.1204 -0.1807 -1.5575  O3 1.410, F5 1.356, C6 1.530, H14 1.093
5 F 0.0140 0.8589 -2.4211  C4 1.356
6 C 1.1081 0.0122 -0.4045  C4 1.530, C7 1.500, O13 1.436, H15 1.102
7 C 2.5625 0.1627 -0.7395  C6 1.500, C8 1.392, C12 1.400
8 C 3.4574 0.9087 0.0215  C7 1.392, C9 1.384, H16 1.088
9 C 4.7862 0.9833 -0.3588  C8 1.384, N10 1.341, H17 1.117
10 N 5.4123 0.3960 -1.3886  C9 1.341, C11 1.349
11 C 4.5002 -0.3246 -2.0729  N10 1.349, C12 1.378, H18 1.093
12 C 3.1486 -0.4682 -1.8432  C7 1.400, C11 1.378, H19 1.087
13 O 0.4613 1.0835 0.2997  C2 1.361, C6 1.436
14 H 0.3555 -1.1237 -2.0584  C4 1.093
15 H 1.0359 -0.8662 0.2576  C6 1.102
16 H 3.1167 1.4331 0.9119  C8 1.088
17 H 5.4426 1.6245 0.2786  C9 1.117
18 H 4.9000 -0.8676 -2.9333  C11 1.093
19 H 2.5471 -1.0700 -2.5203  C12 1.087
20 C 5.9077 5.1180 -0.3993  Cl21 1.767, Cl22 1.775, H23 1.084, H24 1.085
21 Cl 6.9639 5.8005 0.8421  C20 1.767
22 Cl 6.0590 3.3522 -0.4914  C20 1.775
23 H 4.8797 5.3632 -0.1575  C20 1.084
24 H 6.1763 5.5443 -1.3598  C20 1.085
25 C -3.4274 -2.4327 -0.9424  Cl26 1.763, Cl27 1.773, H28 1.084, H29 1.085
26 Cl -4.5640 -3.3800 -1.9002  C25 1.763
27 Cl -2.0830 -3.4299 -0.3585  C25 1.773
28 H -3.0272 -1.6366 -1.5606  C25 1.084
29 H -3.9486 -2.0127 -0.0884  C25 1.085
30 C -3.8089 -4.3088 2.6329  Cl31 1.766, Cl32 1.770, H33 1.084, H34 1.083
31 Cl -5.3479 -5.1741 2.5817  C30 1.766
32 Cl -3.7102 -3.2434 4.0430  C30 1.770
33 H -3.0016 -5.0307 2.6815  C30 1.084
34 H -3.7141 -3.7080 1.7367  C30 1.083
35 C -4.4066 -3.5715 7.6700  Cl36 1.767, Cl37 1.768, H38 1.084, H39 1.084
36 Cl -6.0571 -3.7359 8.2806  C35 1.767
37 Cl -3.5757 -2.1944 8.4052  C35 1.768
38 H -3.8563 -4.4762 7.9027  C35 1.084
39 H -4.4443 -3.4225 6.5972  C35 1.084
40 C 7.7431 1.8178 -4.4931  Cl41 1.769, Cl42 1.775, H43 1.085, H44 1.084
41 Cl 6.4736 1.0483 -3.5318  C40 1.769
42 Cl 7.6987 1.3108 -6.1931  C40 1.775
43 H 7.6099 2.8933 -4.4492  C40 1.085
44 H 8.7063 1.5456 -4.0760  C40 1.084
45 C -4.9103 -0.6211 -4.8654  Cl46 1.767, Cl47 1.770, H48 1.084, H49 1.086
46 Cl -4.9496 -0.6618 -6.6310  C45 1.767
47 Cl -3.3236 -0.1152 -4.2655  C45 1.770
48 H -5.6565 0.0820 -4.5131  C45 1.084
49 H -5.1247 -1.6155 -4.4863  C45 1.086
50 C -2.9125 2.5249 3.4855  Cl51 1.769, Cl52 1.772, H53 1.083, H54 1.083
51 Cl -4.6204 2.8800 3.1941  C50 1.769
52 Cl -2.6537 1.8964 5.1220  C50 1.772
53 H -2.5808 1.7833 2.7698  C50 1.083
54 H -2.3395 3.4367 3.3665  C50 1.083
55 C -2.3580 -3.4751 -5.6094  Cl56 1.767, Cl57 1.769, H58 1.084, H59 1.085
56 Cl -3.7269 -4.3966 -6.2418  C55 1.767
57 Cl -2.1224 -3.7715 -3.8812  C55 1.769
58 H -1.4604 -3.7702 -6.1413  C55 1.084
59 H -2.5488 -2.4174 -5.7592  C55 1.085
60 C 0.4395 4.3563 5.5635  Cl61 1.769, Cl62 1.767, H63 1.084, H64 1.084
61 Cl 0.3322 4.2876 3.7988  C60 1.769
62 Cl 2.0606 4.8133 6.0978  C60 1.767
63 H -0.2694 5.0913 5.9272  C60 1.084
64 H 0.2003 3.3776 5.9643  C60 1.084

Properties
- Energy relative to the best compared isomer or geometry (same formula, charge and spin): 0.0 kJ/mol
- Highest occupied orbital energy: -10.1229 eV
- SMILES string: O=C1O[C@@H](F)[C@@H](c2ccncc2)O1.ClCCl.ClCCl.ClCCl.ClCCl.ClCCl.ClCCl.ClCCl.ClCCl.ClCCl
- DFT total energy: -9325.90658 Eh